A 22-piece molecular cluster, H44O22 overall. Source: the Open Molecules 2025 dataset; level of theory: wB97M-V/def2-TZVPD.

Properties
* LUMO level: -0.176 eV
* molecular weight: 396.33 g mol⁻¹
* charge: 0
* Kohn-Sham gap: 9.9 eV
* energy relative to the best compared isomer or geometry (same formula, charge and spin): 2.5687 eV

Bonds (Å) are listed after each position.
CARTESIAN COORDINATES (ANGSTROEM)
1 O 15.36978 17.07138 -5.45632  H2 0.957, H3 0.957
2 H 14.46721 17.00092 -5.76718  O1 0.957
3 H 15.90052 17.04570 -6.25249  O1 0.957
4 O 14.21121 15.25469 -2.79789  H5 0.957, H6 0.957
5 H 15.07431 15.04070 -3.15216  O4 0.957
6 H 13.84707 15.88629 -3.41815  O4 0.957
7 O 17.80139 12.47070 -6.19758  H8 0.957, H9 0.957
8 H 17.69339 13.11299 -5.49613  O7 0.957
9 H 18.62534 12.02845 -5.99324  O7 0.957
10 O 16.87312 8.54786 -5.06326  H11 0.957, H12 0.957
11 H 16.13185 9.02224 -4.68680  O10 0.957
12 H 16.95945 8.90117 -5.94867  O10 0.957
13 O 18.80246 10.65688 -2.00965  H14 0.957, H15 0.957
14 H 19.29680 9.84200 -2.09814  O13 0.957
15 H 17.89820 10.37517 -1.87111  O13 0.957
16 O 15.85898 10.38313 -1.36759  H17 0.957, H18 0.957
17 H 15.40651 11.04255 -0.84160  O16 0.957
18 H 15.31197 10.28063 -2.14637  O16 0.957
19 O 15.41915 11.62693 -6.76000  H20 0.957, H21 0.957
20 H 16.24303 12.07990 -6.58032  O19 0.957
21 H 15.48954 11.35473 -7.67497  O19 0.957
22 O 20.58553 11.00504 -6.25775  H23 0.957, H24 0.957
23 H 20.57998 11.58973 -5.49990  O22 0.957
24 H 21.39396 10.50082 -6.16594  O22 0.957
25 O 16.99559 13.52402 -3.69111  H26 0.957, H27 0.957
26 H 16.33223 12.99141 -3.25235  O25 0.957
27 H 17.79642 13.37103 -3.18960  O25 0.957
28 O 20.62384 14.75761 -5.84935  H29 0.957, H30 0.957
29 H 20.26648 13.90540 -5.59984  O28 0.957
30 H 20.52159 14.79158 -6.80047  O28 0.957
31 O 20.05360 12.36959 -3.83285  H32 0.957, H33 0.957
32 H 20.30235 12.95041 -3.11382  O31 0.957
33 H 19.62220 11.62971 -3.40541  O31 0.957
34 O 15.57225 13.55668 0.85577  H35 0.957, H36 0.957
35 H 16.04822 13.85420 1.63112  O34 0.957
36 H 16.25671 13.33371 0.22488  O34 0.957
37 O 12.30415 14.16316 -0.35558  H38 0.957, H39 0.957
38 H 13.10894 13.92282 -0.81469  O37 0.957
39 H 11.60125 13.90064 -0.94994  O37 0.957
40 O 13.32897 13.32806 -5.63626  H41 0.957, H42 0.957
41 H 14.04941 12.81223 -5.99837  O40 0.957
42 H 13.67297 13.67647 -4.81376  O40 0.957
43 O 20.70754 14.03315 -1.67881  H44 0.957, H45 0.957
44 H 20.04151 13.88268 -1.00800  O43 0.957
45 H 20.84106 14.98099 -1.67608  O43 0.957
46 O 15.08726 11.08387 -4.07377  H47 0.957, H48 0.957
47 H 15.32637 11.02547 -4.99878  O46 0.957
48 H 14.15790 11.31296 -4.08013  O46 0.957
49 O 18.39984 12.93022 -0.19180  H50 0.957, H51 0.957
50 H 19.12924 12.82251 0.41862  O49 0.957
51 H 18.32419 12.08131 -0.62752  O49 0.957
52 O 15.24690 18.77391 -3.16709  H53 0.957, H54 0.957
53 H 15.36135 18.05106 -3.78404  O52 0.957
54 H 14.79944 19.45240 -3.67272  O52 0.957
55 O 21.13538 16.99246 -3.94008  H56 0.957, H57 0.957
56 H 20.50841 16.34043 -4.25313  O55 0.957
57 H 21.09753 17.69353 -4.59069  O55 0.957
58 O 14.55618 16.38740 -0.05665  H59 0.957, H60 0.957
59 H 14.15494 15.54592 -0.27378  O58 0.957
60 H 15.48803 16.26241 -0.23629  O58 0.957
61 O 13.30023 11.27720 -1.53345  H62 0.957, H63 0.957
62 H 12.84268 11.07917 -0.71634  O61 0.957
63 H 12.63477 11.68342 -2.08877  O61 0.957
64 O 21.87018 10.46873 -1.01286  H65 0.957, H66 0.957
65 H 21.88398 10.86092 -1.88592  O64 0.957
66 H 21.87501 9.52512 -1.17355  O64 0.957